Molecular formula: C3H5N3
Method: DFT, the ωB97M-V functional and the def2-TZVPD basis

Values from the calculation:
**Kohn-Sham gap**: 10.652 eV
**Energy relative to the best compared isomer or geometry (same formula, charge and spin)**: 377.9 kJ/mol
**2S+1**: 1
**Net charge**: 0
**Molar mass**: 83.09 g/mol
**SMILES string**: C=NCC1=NN1
**Total energy**: -7658.53905 eV

Last column: natural (NBO) charge in e.
Element x y z (Å)
C: 1.81129 -0.55124 -0.16089  -0.0480
N: 0.83347 -1.35558 -0.10020  -0.3842
C: -0.51718 -0.83963 0.01948  -0.3290
C: -0.72615 0.63266 0.02142  0.3419
N: -0.22317 1.76593 0.13026  -0.2334
N: -1.73920 1.55511 -0.33866  -0.5093
H: 2.80587 -0.98143 -0.29270  0.1791
H: 1.72955 0.54243 -0.10101  0.1720
H: -0.99971 -1.26454 0.91256  0.2430
H: -1.10485 -1.21580 -0.82798  0.2441
H: -2.33227 1.74297 0.48016  0.3239

Cartesian forces (eV/Å) of the 3 atoms listed first:
C -0.19 -0.18 0.02
N 0.21 0.37 0.02
C -0.17 0.08 -0.05